# 1
Formula: C29H38N2OP2SiTl
Source: the Open Molecules 2025 dataset
Level of theory: ωB97M-V/def2-TZVPD

```
74
Properties=species:S:1:pos:R:3:forces:R:3
Tl -0.058 -0.495 0.981 -0.5270 -0.2180 -0.2473
P -0.425 -3.309 0.208 0.3200 -0.6245 -0.5057
P -2.903 -0.308 -0.082 -0.4750 0.4585 -0.4070
Si 2.778 1.048 2.030 -0.0967 -0.0780 -0.0041
O -2.097 -1.921 4.411 0.9862 0.1216 -2.3640
N 1.375 1.699 1.246 0.1452 0.6855 -0.1403
N -0.468 -1.155 -2.801 -0.6164 -0.2293 1.8586
C 0.819 -4.306 1.107 0.0700 0.0640 0.2124
C 2.459 -0.643 2.799 0.1535 -0.1984 0.1703
C -3.157 -0.300 -1.930 0.3233 -0.0780 -0.6525
C 0.468 3.784 0.438 -0.2224 -0.1353 0.0397
C 3.225 2.263 3.370 0.0898 0.1628 0.0491
C -1.651 -1.857 3.361 -1.0039 -0.1161 2.3851
C -2.465 1.909 -3.016 0.0953 -0.1178 0.2714
C 3.463 -2.383 -2.481 -0.0175 -0.0867 -0.0113
C -0.794 0.164 -2.758 -0.2076 0.3391 0.6326
C -1.437 2.824 -3.312 -0.2095 0.0089 -0.0870
C 3.180 -1.014 -2.505 -0.3427 -0.1172 0.1124
C -4.348 -1.313 0.431 -0.0140 -0.1397 0.0788
C -0.107 2.479 -3.061 -0.0542 -0.2776 0.1735
C -1.261 4.891 1.725 -0.0235 -0.0517 -0.1554
C 1.463 0.793 -1.959 -0.0481 -0.1146 -0.3333
C 1.853 -0.594 -2.364 0.8450 -0.1717 -0.0138
C -0.484 2.708 2.423 0.1681 0.5309 -0.0952
C 2.437 -3.305 -2.197 -0.1699 0.0668 0.1839
C 0.005 -3.765 -1.542 0.1906 0.1728 -0.6802
C 1.103 -2.902 -2.131 0.1846 0.2761 -0.2488
C -3.522 1.370 0.344 0.1113 0.1059 0.1035
C -0.383 4.865 0.631 0.2121 -0.0845 0.0728
C -1.895 -4.363 0.447 -0.2403 -0.0245 0.0854
C 0.799 -1.538 -2.484 0.3274 -0.1156 0.4924
C 0.504 2.714 1.386 -0.5596 -0.2839 0.0498
C -1.342 3.789 2.585 0.1845 -0.3838 0.1218
C -2.165 0.598 -2.643 0.2078 0.0477 -0.3052
C 0.194 1.177 -2.650 -0.1606 0.8283 -0.2081
C 4.087 0.841 0.711 0.2471 0.0392 0.0631
H -2.629 -4.153 -0.340 0.1077 -0.0785 0.1851
H 2.264 1.520 -2.116 -0.0527 -0.0642 0.0920
H -1.614 -5.425 0.419 -0.1407 0.2331 -0.0584
H 2.688 -4.355 -2.011 -0.0707 0.3782 -0.0123
H -0.532 1.826 3.067 0.0264 0.3715 -0.0250
H -2.987 -1.338 -2.249 -0.2668 0.1830 -0.0223
H -4.292 -2.309 -0.028 -0.0656 0.2327 0.1513
H 2.456 -1.470 2.073 0.0496 0.2058 0.1497
H -1.692 3.834 -3.648 0.1173 -0.4194 0.0835
H -2.348 -4.139 1.418 0.0086 -0.1108 -0.1506
H 3.287 -0.836 3.497 -0.1337 -0.0485 -0.1122
H 3.938 -0.055 0.091 -0.0492 0.1766 0.1828
H 4.098 1.711 0.043 0.0317 -0.1255 0.1620
H 1.530 -0.693 3.384 0.1906 0.0630 -0.0134
H -5.290 -0.823 0.141 0.2688 -0.1804 0.0506
H -4.190 0.025 -2.130 0.2432 -0.2425 0.0189
H -3.510 2.232 -3.045 0.3832 -0.0696 0.1045
H 0.730 -5.361 0.811 0.1011 0.2511 0.1049
H -0.354 5.704 -0.067 -0.0557 -0.2450 0.2064
H -3.712 1.427 1.427 0.0448 0.0050 -0.3123
H 4.494 -2.731 -2.596 -0.4322 0.1102 0.0050
H -2.763 2.124 0.092 -0.2142 -0.1371 0.0391
H 1.239 0.774 -0.824 0.5375 0.2856 -1.6090
H 3.340 3.272 2.951 0.0363 -0.1933 0.1055
H 1.831 -3.945 0.885 -0.1924 -0.0887 0.0644
H 3.977 -0.274 -2.650 -0.3110 -0.3091 0.3133
H -1.909 5.755 1.890 0.2116 -0.2909 -0.0982
H -0.917 -3.609 -2.119 0.1953 -0.2439 0.0659
H 1.123 3.714 -0.435 -0.1334 0.1284 0.3914
H -2.063 3.774 3.403 0.1387 0.0854 -0.2440
H 0.641 -4.218 2.187 0.1326 -0.0748 -0.2099
H 0.315 -4.820 -1.539 -0.2780 0.2021 -0.1355
H 4.165 1.980 3.859 -0.1511 0.0963 -0.0592
H 5.079 0.761 1.180 -0.1606 -0.0217 -0.1691
H -4.453 1.586 -0.202 0.2684 -0.0380 0.1964
H 0.698 3.209 -3.193 -0.3299 -0.2112 0.2594
H 2.437 2.312 4.134 0.1622 -0.0530 -0.1613
H -4.326 -1.428 1.523 -0.0906 -0.0232 -0.2369
```
Forces are in eV/Å.

Calculated values
HOMO-LUMO gap (spin up / spin down), eV: 5.3 / 6.4
Charge: +1
HOMO (spin up / spin down), eV: -9.94 / -10.56
LUMO (spin up / spin down), eV: -4.624 / -4.188


# 2
Formula: C29H38N4O2P2Zn
Source: the Open Molecules 2025 dataset
Level of theory: ωB97M-V/def2-TZVPD

```
76
Properties=species:S:1:pos:R:3:forces:R:3
Zn 1.886 2.169 1.299 1.5490 0.7269 2.2900
P 1.324 1.425 -0.813 0.2234 -1.1784 -2.6408
P -0.204 1.378 1.874 -2.9460 -0.8640 0.9284
O 4.135 4.089 1.247 -4.0706 2.3464 -1.1816
O 1.874 3.989 0.949 0.6674 3.7706 -1.7927
N 1.841 -0.192 -1.195 -0.1967 0.3035 0.2055
N -1.436 2.444 2.512 0.3876 0.0525 -0.4891
N 1.727 2.335 -2.237 -0.0881 -0.0447 0.5594
N -0.296 0.121 3.066 0.3282 0.1021 -0.3701
C -3.061 -4.160 -0.711 0.2610 -0.2445 0.1791
C -1.717 -6.363 -0.681 0.0310 -0.0736 -0.1550
C 2.288 2.862 3.250 0.5270 -1.3183 0.8901
C -2.569 2.891 1.827 -0.1406 0.4681 0.2961
C 0.834 -0.532 3.570 -0.3837 -0.3378 0.1015
C -1.117 -4.130 -3.170 0.1384 -0.3757 0.1142
C -0.754 -5.370 -2.822 -0.0903 0.4017 -0.0790
C -0.528 1.270 -0.912 0.1985 0.3118 0.1210
C 3.036 -0.720 -0.693 -0.2210 -0.4597 -0.2702
C -2.318 -5.102 -0.118 -0.2103 0.3040 -0.1230
C -1.597 -6.468 -2.217 -0.0746 -0.0132 0.1489
C 2.971 6.164 0.764 -0.0076 0.7915 0.0353
C 2.026 3.700 -2.184 0.0816 0.1479 -0.5680
C 3.176 -2.005 -1.176 0.0397 0.5233 0.2531
C -1.031 -1.605 4.300 -0.2021 0.4216 -0.3153
C -3.514 -4.079 -2.149 0.1046 0.0339 -0.1243
C -2.257 4.196 3.659 0.3699 -0.4127 0.0167
C 1.233 -1.161 -2.001 0.4265 -0.3355 0.1202
C -1.052 0.627 0.383 -0.2048 -0.2842 0.4535
C 0.403 -1.596 4.335 0.2492 0.3707 -0.2741
C -1.441 -0.549 3.511 0.3780 -0.2048 0.1901
C 2.994 4.692 1.002 3.3202 -4.1585 1.0326
C 1.861 3.064 -4.358 -0.1001 -0.4735 0.3271
C -2.457 -3.448 -3.082 -0.1701 -0.0838 0.0319
C -1.236 3.266 3.623 -0.4348 0.1985 -0.1357
C -3.098 3.961 2.523 0.2102 -0.4562 -0.2471
C 2.112 4.169 -3.480 -0.0220 -0.2092 0.5332
C 2.037 -2.284 -2.001 -0.3466 0.4587 -0.0282
C 1.620 1.951 -3.576 0.0329 0.3681 -0.2215
H -0.889 2.311 -1.024 0.1471 -0.3863 0.0617
H 1.047 -2.292 4.877 -0.3072 0.3514 -0.2612
H -2.590 -6.504 -2.668 0.1750 -0.0289 0.0393
H -2.434 -0.184 3.240 0.4491 -0.1785 0.1607
H 1.830 -0.158 3.319 -0.4371 -0.1671 0.2229
H 3.654 -0.113 -0.029 -0.1758 -0.3111 -0.2973
H 3.997 6.584 0.840 -0.7338 -0.4217 -0.0350
H -4.003 4.509 2.254 0.4229 -0.2584 0.1071
H -3.813 -5.057 -2.530 0.0064 0.1728 0.0589
H -1.693 -2.306 4.815 0.3171 0.3551 -0.2548
H -2.397 4.957 4.430 0.0896 -0.3655 -0.3720
H 3.363 2.789 3.498 -0.5632 0.0715 0.0406
H 1.423 0.912 -3.843 0.0956 0.4710 0.0995
H -3.362 -3.317 -0.089 0.0338 -0.1146 -0.0365
H -2.280 -2.413 -2.756 -0.0201 -0.0988 -0.0135
H 0.282 -0.969 -2.496 0.4267 -0.1181 0.2080
H -2.883 -3.364 -4.095 0.0843 -0.0103 0.1615
H -2.152 0.693 0.473 0.5905 -0.2101 -0.1386
H 1.877 3.081 -5.451 -0.0151 -0.0414 0.5482
H 2.350 5.195 -3.770 -0.1117 -0.5112 0.1616
H 0.296 -5.626 -2.962 -0.1184 0.0451 -0.0038
H 2.156 4.187 -1.216 -0.1526 -0.2510 -0.5219
H 1.709 2.293 4.007 0.3938 0.2359 -0.0161
H -0.332 -3.496 -3.586 -0.0830 -0.0971 0.0238
H 1.827 -3.216 -2.534 0.0887 0.4889 0.2974
H 2.569 6.378 -0.248 0.0671 -0.0541 0.5932
H -0.712 -6.472 -0.247 -0.1415 0.0285 -0.0578
H -0.776 -0.445 0.419 -0.1158 0.4088 -0.0199
H 4.005 -2.682 -0.955 -0.4251 0.3654 -0.1121
H 1.979 3.927 3.308 0.0984 -0.7594 -0.3300
H -4.410 -3.449 -2.195 0.1141 -0.0988 0.0054
H -2.102 -4.952 0.941 -0.0414 0.0057 -0.1422
H -2.898 2.406 0.907 0.0925 0.3784 0.5156
H 2.325 6.651 1.524 0.2198 -0.2047 -0.5285
H -0.854 0.709 -1.807 0.2699 0.3016 0.3756
H -1.126 -7.431 -2.445 -0.0715 0.1456 0.0214
H -2.288 -7.229 -0.310 0.0902 0.1592 -0.0545
H -0.389 3.093 4.288 -0.3736 0.1285 -0.3190
```
Forces are in eV/Å.

Calculated values
HOMO-LUMO gap, eV: 7.2
HOMO, eV: -7.40
LUMO, eV: -0.179


# 3
Formula: C29H38N4O4
Source: the Open Molecules 2025 dataset
Level of theory: ωB97M-V/def2-TZVPD

```
75
Properties=species:S:1:pos:R:3:forces:R:3
O -2.464 -4.829 -0.010 1.2104 1.3723 -0.2844
O -0.126 2.871 3.302 0.4804 -2.9001 -3.7219
O -1.429 1.274 2.393 -0.1379 0.7847 -0.4247
O 2.576 2.885 1.873 -1.2307 -2.1490 -1.0906
N -0.804 -1.724 -0.335 -0.0813 -0.3480 -0.1094
N 3.028 5.484 -3.813 0.1269 0.9820 -0.1721
N 0.672 1.635 1.332 0.7238 0.8770 2.4798
N -1.013 -3.699 -1.416 -0.1960 0.0087 0.4365
C -1.072 -1.655 -2.813 -0.0496 -0.3053 0.0926
C -1.396 -3.841 2.775 0.0931 -0.0758 0.0886
C 2.413 4.568 -2.962 -0.6884 -1.2419 1.2340
C -2.842 -5.667 4.314 -0.1382 0.0520 -0.3464
C 1.945 1.823 1.868 2.7483 1.6544 3.2154
C -1.739 -3.863 -0.270 -0.7989 -0.5889 -0.0054
C -0.427 -2.373 -1.612 -0.0405 0.4963 0.6553
C 0.468 1.825 -0.183 -2.1570 -0.1746 2.1332
C 1.314 2.661 -1.128 0.0496 0.2547 -0.2176
C 1.537 2.328 -2.496 -0.5957 0.1597 0.6290
C -1.510 -2.610 0.583 -0.4205 0.1859 -0.3801
C -0.469 -0.457 0.072 -0.0835 -0.7999 -0.0321
C 2.021 3.284 -3.390 0.3807 0.3757 0.3397
C -1.069 -5.197 2.746 -0.3097 -0.0159 0.0252
C -0.289 2.014 2.379 0.2442 2.0873 2.3610
C 4.474 5.594 -3.855 -0.2336 -0.0490 0.0530
C -2.548 2.009 3.040 0.0461 0.2191 -0.1838
C 1.647 3.947 -0.716 -0.1220 0.2525 0.3002
C -0.696 -2.874 1.847 0.1802 -0.3659 0.4823
C -3.163 -4.306 4.367 0.4039 -0.0273 0.0262
C -3.817 1.198 3.203 -0.1016 -0.3526 0.0929
C 1.098 -2.475 -1.765 -0.0548 -0.2468 -0.0183
C -1.805 -6.120 3.487 0.0988 0.2955 0.3143
C 0.260 0.425 -0.617 -0.5491 0.1564 -0.9149
C -0.994 -4.710 -2.437 0.0528 -0.0261 -0.3675
C 2.186 4.870 -1.592 0.4679 0.2725 -0.8412
C 2.494 0.720 2.820 0.6024 -0.1145 -0.1348
C 2.373 6.044 -4.981 0.1158 -0.2911 0.1977
C -2.421 -3.393 3.612 -0.1020 -0.3568 -0.0946
H 0.024 -4.863 -2.797 -0.0015 -0.0374 0.0014
H -0.260 -5.529 2.095 -0.1868 0.0050 0.1340
H -4.102 0.643 2.299 0.1628 0.1282 0.2284
H 4.924 5.108 -2.976 -0.1586 0.2440 -0.3521
H 4.744 6.661 -3.878 0.1725 -0.2762 0.0614
H -1.546 -7.182 3.442 -0.1804 0.3844 0.0297
H -3.778 0.515 4.066 0.1207 0.0793 -0.4017
H 1.843 -0.145 3.019 0.0482 0.3809 -0.4355
H -4.631 1.911 3.418 0.3380 -0.2128 -0.1149
H -2.754 2.848 2.364 0.1486 -0.0562 0.2463
H -0.402 2.438 0.214 -0.3897 -0.3336 -3.0807
H 2.141 3.042 -4.444 0.0126 -0.1109 0.1664
H 1.256 1.358 -2.918 0.1070 0.3732 0.3171
H -2.217 2.396 4.008 0.0566 -0.1324 -0.3551
H 0.292 -3.267 1.552 -0.2841 0.1601 0.1158
H 2.748 1.170 3.804 -0.2206 -0.0212 -0.7537
H -2.498 -2.184 0.860 0.4163 -0.2842 -0.1086
H -0.544 -1.919 2.368 0.0543 -0.1568 -0.1645
H -3.963 -3.945 5.020 0.2379 -0.1960 -0.2477
H -0.848 -0.244 1.076 0.0726 0.1036 -0.6211
H 0.665 0.133 -1.566 -0.0990 0.1429 -0.1186
H 2.666 7.103 -5.059 -0.2186 -0.1959 -0.0942
H 1.576 -1.490 -1.741 -0.0964 -0.3905 -0.0471
H 1.507 -3.091 -0.948 -0.0995 0.2219 -0.3083
H -3.439 -6.386 4.874 0.1904 0.1710 -0.0420
H -0.819 -0.585 -2.815 -0.1121 -0.4108 -0.0447
H 2.708 5.540 -5.905 -0.2137 0.0974 0.0205
H -1.625 -4.437 -3.288 -0.0089 -0.0293 0.0253
H 1.280 5.971 -4.891 0.3896 0.0256 -0.0281
H 2.430 5.869 -1.235 0.0115 -0.1894 -0.1138
H -2.649 -2.327 3.638 -0.0276 -0.1988 0.0536
H -1.366 -5.638 -2.012 -0.0338 0.0238 0.0628
H 1.313 -2.951 -2.731 0.1523 0.0973 0.2540
H 3.464 0.355 2.402 -0.7610 0.2003 0.2296
H -0.703 -2.123 -3.736 -0.1872 0.2441 0.1261
H -2.165 -1.774 -2.752 0.3724 0.1287 -0.0707
H 4.865 5.125 -4.778 0.0981 0.0425 0.2623
H 1.448 4.228 0.330 0.1825 -0.0791 -0.6490
```
Forces are in eV/Å.

Calculated values
HOMO-LUMO gap, eV: 8.3
SMILES string: CCOC(=O)N(C(C)=O)[C@H](/C=C/N1[C@H](Cc2ccccc2)C(=O)N(C)C1(C)C)c1ccc(N(C)C)cc1
HOMO, eV: -7.86
LUMO, eV: 0.440


Here are the calculated molecular weight numbers, same order: 725.1; 602.0; 506.6 (g/mol).
Here are the calculated F_max numbers, same order: 0.0504; 0.1054; 0.0922 (hartree/bohr).
Here are the calculated energy above the lowest of the compared OMol25 structures with the same formula, charge and spin numbers, same order: 0.0; 0.0; 79.1 (kcal per mole).